No. 1
Formula: C9H15N3S
Source: the Open Molecules 2025 dataset
Level of theory: ωB97M-V/def2-TZVPD

Computed properties:
Energy relative to the best compared isomer or geometry (same formula, charge and spin) in kcal per mole: 0.0
HOMO energy (spin up / spin down) in eV: -16.96 / -16.96
Spin multiplicity: 1
Total charge: +2

Geometry as XYZ:
```
28
C9H15N3S | the Open Molecules 2025 dataset | ωB97M-V/def2-TZVPD
S 1.9102 -0.6573 -0.8620
N -0.6805 -0.5143 -1.1913
N -0.7472 0.4548 1.6102
N 0.2417 -2.7093 -1.6316
C 2.5385 0.6230 1.6082
C 1.3686 -0.1055 0.7684
C -0.1292 0.8304 -0.8222
C -1.2794 1.2261 2.4043
C 1.1443 0.8990 -1.6483
C -3.0179 -0.2176 -0.7040
C 0.3192 -1.4546 -1.2409
C 0.1637 0.9056 0.6883
C -2.0071 -0.9462 -1.1905
H -2.0799 -1.8616 -1.6212
H 1.0881 0.6625 -2.7193
H -0.7073 -3.0440 -1.6858
H -1.2791 2.3319 2.5784
H 0.5011 1.9350 0.7965
H -2.9405 0.6519 -0.1426
H 1.0713 -3.3127 -1.3751
H -0.7889 1.5907 -1.2405
H 3.2071 -0.2828 1.5805
H 1.9073 1.6665 -1.5452
H -1.9675 0.7364 3.0805
H 2.1541 0.8269 2.6527
H 3.0623 1.3892 1.0047
H -4.0347 -0.5976 -0.4890
H 0.9819 -1.0264 1.3368
```

=====

No. 2
Formula: C9H15N4
Source: the Open Molecules 2025 dataset
Level of theory: ωB97M-V/def2-TZVPD

Computed properties:
HOMO energy (spin up / spin down) in eV: -10.64 / -13.54
Spin multiplicity: 3
Total charge: +1

Geometry as XYZ:
```
28
C9H15N4 | the Open Molecules 2025 dataset | ωB97M-V/def2-TZVPD
N 0.6277 -0.0595 -0.7380
N -0.4353 0.7887 1.6966
N -0.7190 0.1628 -0.6408
N 0.7693 0.6480 1.5384
C 2.0259 -1.2425 0.8752
C -1.3256 0.4692 0.6401
C 2.6941 0.9758 0.0708
C 0.9245 -0.4118 -1.9736
C 1.5014 0.1250 0.4481
C -1.3061 -0.0252 -1.9106
C -0.2950 -0.4007 -2.7333
C -2.3526 1.5655 0.4514
C -2.1548 -1.1778 1.2992
H -3.2831 -1.0737 1.1913
H 2.4639 -0.9478 1.9716
H 3.0447 1.4621 0.9147
H -2.5842 2.0466 1.4277
H 3.4070 0.2709 -0.4204
H -3.3220 1.2137 0.1166
H 1.8527 -0.9087 -2.3086
H 1.3602 -1.9477 1.1778
H 2.7640 -1.7040 0.2620
H -0.3757 -0.7995 -3.7734
H 2.5012 1.7446 -0.7119
H -1.5948 -1.9503 0.6993
H -1.7705 -1.2018 2.4117
H -2.3936 -0.1092 -1.9790
H -2.0244 2.4874 -0.0029
```

=====

What did the first record say?
Formula: C9H15N3S
Source: the Open Molecules 2025 dataset
Level of theory: ωB97M-V/def2-TZVPD

Computed properties:
Energy relative to the best compared isomer or geometry (same formula, charge and spin) in kcal per mole: 0.0
HOMO energy (spin up / spin down) in eV: -16.96 / -16.96
Spin multiplicity: 1
Total charge: +2

Geometry as XYZ:
```
28
C9H15N3S | the Open Molecules 2025 dataset | ωB97M-V/def2-TZVPD
S 1.9102 -0.6573 -0.8620
N -0.6805 -0.5143 -1.1913
N -0.7472 0.4548 1.6102
N 0.2417 -2.7093 -1.6316
C 2.5385 0.6230 1.6082
C 1.3686 -0.1055 0.7684
C -0.1292 0.8304 -0.8222
C -1.2794 1.2261 2.4043
C 1.1443 0.8990 -1.6483
C -3.0179 -0.2176 -0.7040
C 0.3192 -1.4546 -1.2409
C 0.1637 0.9056 0.6883
C -2.0071 -0.9462 -1.1905
H -2.0799 -1.8616 -1.6212
H 1.0881 0.6625 -2.7193
H -0.7073 -3.0440 -1.6858
H -1.2791 2.3319 2.5784
H 0.5011 1.9350 0.7965
H -2.9405 0.6519 -0.1426
H 1.0713 -3.3127 -1.3751
H -0.7889 1.5907 -1.2405
H 3.2071 -0.2828 1.5805
H 1.9073 1.6665 -1.5452
H -1.9675 0.7364 3.0805
H 2.1541 0.8269 2.6527
H 3.0623 1.3892 1.0047
H -4.0347 -0.5976 -0.4890
H 0.9819 -1.0264 1.3368
```

=====

- Which of these has the lowest spin multiplicity?
  C9H15N3S